*w*
C24H27N3O | ωB97M-V with the def2-TZVPD basis set

As for the molar mass: 373.5 g/mol. As for the spin multiplicity: 1. The HOMO-LUMO gap is 8.9843 eV. Its LUMO energy is 0.7 eV. Its SMILES is O=C([C@H](Cc1ccccc1)n1cccc1)N1CCN(Cc2ccccc2)CC1.

Each line ends with the natural charge from an NBO analysis.
CARTESIAN COORDINATES (ANGSTROEM)
C1 -6.38476 -2.42836 -0.62667  -0.217
H1 1.47439 -0.18742 0.91042  0.223
H2 -4.85895 1.67860 1.20380  0.210
H3 -6.50354 -3.26094 1.34135  0.213
C2 4.11958 -1.04830 2.04472  -0.251
H4 3.06124 1.41418 1.96443  0.231
H5 -1.31951 0.52461 -1.54066  0.207
C3 5.76732 -2.42661 0.98005  -0.224
C4 2.48191 0.24352 -3.20624  -0.300
H6 6.47906 -1.72573 -0.91273  0.212
C5 1.89883 0.64103 0.32838  -0.118
C6 -1.26783 2.71946 -0.09465  -0.232
H7 -6.10422 -1.36076 -2.46061  0.213
H8 -4.84962 0.48420 -1.39607  0.224
C7 4.16490 -0.14938 0.98633  0.067
C8 -6.14391 -2.44188 0.73580  -0.209
H9 -1.65982 2.86830 -1.10545  0.197
C9 -5.43732 -1.40788 1.32648  -0.234
H10 -3.96100 0.54522 2.23649  0.170
C10 2.23438 -1.09076 -1.43403  -0.065
H11 2.63078 -1.96527 -3.39171  0.223
H12 3.45618 -0.85786 2.87745  0.207
H13 2.16514 -1.90274 -0.73590  0.217
H14 -2.02437 2.28703 1.88048  0.168
C11 5.02209 -0.40596 -0.07612  -0.237
H15 5.06365 0.28355 -0.90680  0.218
C12 4.91728 -2.17844 2.04443  -0.207
H16 -2.54438 -0.86490 0.09766  0.220
H17 3.68007 1.84784 0.36779  0.228
C13 -5.91885 -1.37484 -1.39650  -0.203
H18 -3.16272 3.16071 0.82325  0.207
H19 2.17268 2.08177 -2.00223  0.220
N1 -0.30215 1.63894 -0.12724  -0.436
O1 1.28718 2.91729 0.81418  -0.627
C14 -4.21506 0.79247 1.18973  -0.254
C15 2.24574 1.01659 -2.10344  -0.074
C16 -0.91134 0.39421 -0.53248  -0.213
H20 -0.75668 3.62210 0.24180  0.250
C17 -2.41475 2.36536 0.84923  -0.224
H21 2.64224 0.59503 -4.20637  0.222
H22 -0.19160 -0.41952 -0.55734  0.223
H23 -1.64632 -0.10685 1.44012  0.162
C18 3.24962 1.03835 0.95821  -0.429
H24 -5.24878 -1.42509 2.39096  0.207
C19 2.47509 -1.09894 -2.77980  -0.303
C20 -4.97175 -0.34724 0.56283  0.058
N2 2.08516 0.19928 -1.02842  -0.351
H25 4.87451 -2.86789 2.87534  0.212
N3 -3.03304 1.12730 0.41350  -0.441
C21 0.93368 1.84034 0.37301  0.687
C22 5.81861 -1.53711 -0.07929  -0.191
H26 6.38835 -3.31027 0.97782  0.212
H27 -6.93314 -3.23640 -1.08782  0.213
C23 -2.05640 0.05555 0.42454  -0.240
C24 -5.21977 -0.33938 -0.80482  -0.241



*x*
C24H27N3O | ωB97M-V with the def2-TZVPD basis set

As for the molar mass: 373.5 g/mol. As for the spin multiplicity: 1. The HOMO-LUMO gap is 8.2093 eV. Its LUMO energy is 0.4 eV. Its SMILES is CCn1ccnc1CN1CCC[C@@H](C(=O)c2ccc3c4c(cccc24)CC3)C1.

Each line ends with the natural charge from an NBO analysis.
CARTESIAN COORDINATES (ANGSTROEM)
C1 -0.43481 3.16494 -0.60794  -0.267
H1 -2.29493 3.44681 3.18053  0.208
H2 -0.34315 1.16479 1.06062  0.215
H3 -2.46554 -5.11856 -1.19334  0.223
O1 2.39217 -0.82516 1.42302  -0.563
C2 -0.48687 -6.04896 -1.41862  -0.422
C3 2.84851 1.45052 -0.22228  -0.394
H4 1.15503 1.60967 1.89428  0.210
C4 2.67884 2.90742 -0.64399  -0.419
H5 2.24212 3.66680 1.32389  0.195
H6 -4.65284 2.59131 1.11314  0.215
H7 1.59082 4.66721 0.01495  0.196
C5 -1.52052 -4.93190 -1.70704  -0.430
H8 -0.51147 4.23977 -0.80430  0.207
N1 0.47059 2.99463 0.52509  -0.450
C6 -1.78079 2.60594 -0.30686  0.345
H9 2.13301 -6.85145 -0.32301  0.209
N2 -2.69398 3.19405 0.50986  -0.337
H10 -0.78444 3.80095 2.32729  0.245
C7 -0.88245 -3.67037 -1.20114  0.043
H11 -2.26068 -2.07033 -1.58073  0.214
C8 0.64235 1.61452 0.92735  -0.218
C9 1.24080 -3.03267 -0.08786  -0.055
N3 -2.23198 1.47208 -0.78904  -0.491
H12 -1.69092 5.10688 3.11352  0.210
C10 0.78413 -1.67819 -0.09130  -0.101
C11 1.47903 0.78108 -0.06885  -0.347
C12 0.37654 -3.97829 -0.66109  -0.007
C13 1.86166 -5.80682 -0.27418  -0.221
H13 -0.16523 -6.54241 -2.33784  0.220
C14 2.75166 -4.87699 0.29595  -0.193
H14 3.69726 -5.24000 0.67325  0.211
C15 -1.77830 4.17579 2.56033  -0.626
C16 -1.30181 -2.36844 -1.18423  -0.237
H15 -3.55099 4.79399 1.48006  0.207
H16 -0.90095 -6.81753 -0.76327  0.221
H17 0.97428 0.74605 -1.03569  0.217
H18 -2.02163 5.14637 0.65040  0.204
H19 3.17918 -2.86557 0.84371  0.238
H20 3.37214 1.39682 0.73476  0.218
C17 -0.45654 -1.39005 -0.63715  -0.172
H21 3.44377 0.91043 -0.96244  0.211
H22 3.64848 3.40714 -0.66926  0.214
H23 2.25349 2.95276 -1.64924  0.194
C18 1.75999 3.63743 0.34118  -0.212
C19 2.46792 -3.53725 0.39120  -0.201
C20 0.66782 -5.34980 -0.75632  0.002
C21 -3.77826 2.36263 0.53924  -0.104
H24 -4.06576 0.44796 -0.51348  0.205
C22 -3.47576 1.30847 -0.27061  -0.084
H25 -1.73952 -4.85316 -2.77356  0.223
C23 1.62308 -0.61736 0.50452  0.586
H26 -0.08050 2.67286 -1.52476  0.201
C24 -2.54939 4.41095 1.26419  -0.200
H27 -0.83464 -0.37776 -0.63291  0.244



It is *x* that is the most stable of them.